*one*
{"formula": "C3H4O2", "method": "ωB97M-V/def2-TZVPD", "multiplicity": 3, "orbital_gap_ev": [7.079, 9.405], "symbols": ["C", "C", "C", "O", "O", "H", "H", "H", "H"], "coordinates": [[1.0550, -1.8926, 1.0049], [2.0573, -1.1835, 1.1144], [-0.5553, 1.2190, -1.3284], [-1.0575, 1.2747, -0.0141], [-1.5776, 1.2166, -2.1188], [0.1136, -2.2761, 0.7024], [2.8518, -0.6662, 1.4909], [-0.4582, 1.3140, 0.8000], [-2.4292, 0.9940, -1.6512]], "mulliken_charge": [-0.3268, -0.4411, 0.2702, -0.4808, -0.4486, 0.3787, 0.3961, 0.3132, 0.3390]}

*two*
{"formula": "C3H4O2", "method": "ωB97M-V/def2-TZVPD", "multiplicity": 3, "orbital_gap_ev": [5.220, 8.162], "symbols": ["C", "C", "C", "O", "O", "H", "H", "H", "H"], "coordinates": [[1.4009, 0.0421, -0.6856], [0.1874, 0.0287, -0.0238], [-1.2242, -0.0432, 0.3477], [1.2900, 1.1288, 0.1811], [1.2256, -1.0024, 0.2887], [1.9655, -0.1168, -1.6269], [-1.2420, 0.0742, 1.4613], [-1.8272, -0.9424, -0.0777], [-1.7760, 0.8311, 0.1352]], "mulliken_charge": [0.1311, 0.2951, -0.8575, -0.3382, -0.3909, 0.3504, 0.2607, 0.2111, 0.3382]}

Name the least stable of them. *two*.

*one*
{"formula": "C4H13N2", "method": "ωB97M-V/def2-TZVPD", "multiplicity": 2, "orbital_gap_ev": [4.284, 10.648], "symbols": ["N", "C", "C", "N", "C", "C", "H", "H", "H", "H", "H", "H", "H", "H", "H", "H", "H", "H", "H"], "coordinates": [[-1.1249, -1.6031, 0.8420], [-1.5937, -0.6951, -0.2378], [-1.1380, 0.7464, 0.0104], [0.1884, 0.8082, 0.5829], [1.2753, 1.1830, -0.3488], [2.2447, 0.0436, -0.5870], [-0.9510, -2.5793, 0.4805], [-1.8863, -1.7142, 1.5843], [-0.2683, -1.2179, 1.2895], [-1.2609, -1.0443, -1.2176], [-2.6857, -0.7438, -0.2386], [-1.8818, 1.2490, 0.6247], [-1.1721, 1.2199, -0.9802], [0.1781, 1.4833, 1.3374], [1.7644, 2.0789, 0.0298], [0.8442, 1.5023, -1.3035], [1.7103, -0.8756, -0.3983], [2.6826, 0.0796, -1.5837], [3.0747, 0.0794, 0.1139]], "mulliken_charge": [-2.1992, -1.3119, -0.5549, -0.3648, -0.4020, -1.0155, 0.9478, 1.1236, 0.4031, 0.3612, 0.5192, 0.5750, 0.1741, 0.2263, 0.3857, 0.2407, 0.2928, 0.3191, 0.2797]}

*two*
{"formula": "C4H13N2", "method": "ωB97M-V/def2-TZVPD", "multiplicity": 2, "orbital_gap_ev": [3.995, 10.917], "symbols": ["C", "C", "C", "C", "N", "N", "H", "H", "H", "H", "H", "H", "H", "H", "H", "H", "H", "H", "H"], "coordinates": [[-1.6011, 1.3655, -0.7116], [-0.5210, 0.7318, 0.1866], [0.6725, 0.3718, -0.6069], [1.7893, -0.4858, -0.0290], [1.2481, -1.6957, 0.5779], [-1.0747, -0.4158, 0.9538], [-2.1111, 2.1682, -0.1733], [-1.1253, 1.7914, -1.5978], [-2.3544, 0.6488, -1.0412], [-0.3139, 1.5429, 0.8783], [1.1087, 1.2748, -1.0635], [0.3106, -0.1413, -1.5234], [2.4277, -0.7368, -0.8751], [2.2960, 0.1065, 0.7062], [0.8642, -2.3012, -0.1416], [1.9648, -2.2591, 0.9733], [-0.2904, -0.9304, 1.3276], [-1.5770, -0.0447, 1.8315], [-1.7130, -0.9908, 0.3281]], "mulliken_charge": [-1.4255, -0.2985, -0.9476, -0.8684, -0.7446, -1.7425, 0.5421, 0.3573, 0.4279, -0.0587, 0.4393, 0.3793, 0.3446, 0.4141, 0.3750, 0.2273, 0.5262, 0.9560, 1.0966]}

Name the least stable of them. *one*.

*one*
{"formula": "C2H8N2S2", "method": "ωB97M-V/def2-TZVPD", "multiplicity": 2, "charge": -1, "orbital_gap_ev": [2.972, 8.372], "symbols": ["C", "S", "S", "H", "H", "H", "H", "N", "C", "N", "H", "H", "H", "H"], "coordinates": [[-1.7072, -1.6190, -0.3302], [-1.1107, -0.7856, -1.8686], [-2.0062, 1.0349, -1.7431], [-1.7261, -1.0386, 0.5867], [-2.7525, -1.8459, -0.5468], [-1.0718, -2.4947, -0.2352], [-1.2594, 1.7342, -0.7934], [1.6137, 1.5627, 1.0000], [1.9318, 0.4000, 0.2889], [1.6915, -0.7710, 0.7425], [0.6637, 1.5340, 1.3476], [1.8193, 2.3860, 0.4804], [2.4335, 0.5785, -0.6598], [1.4805, -0.6756, 1.7312]], "mulliken_charge": [-0.9641, -0.5426, -0.2921, 0.3016, 0.3612, 0.2538, 0.0630, -0.9011, -0.1645, -0.6050, 0.3341, 0.4743, 0.3947, 0.2868]}

*two*
{"formula": "C2H8N2S2", "method": "ωB97M-V/def2-TZVPD", "multiplicity": 2, "charge": -1, "orbital_gap_ev": [2.966, 6.176], "symbols": ["C", "S", "S", "H", "H", "H", "H", "N", "C", "N", "H", "H", "H", "H"], "coordinates": [[-1.0829, -1.2222, -0.2694], [-0.7418, 0.2545, 0.7108], [-1.1095, -0.5098, 2.6952], [-0.6314, -1.2219, -1.2611], [-2.1430, -1.3857, -0.5343], [-0.7535, -2.0616, 0.3515], [-1.2382, -1.8159, 2.3702], [1.9884, 1.6731, -1.6694], [1.5108, 0.8352, -2.6033], [1.5216, -0.4504, -2.4672], [2.1980, 1.2183, -0.7847], [2.7377, 2.3501, -1.7262], [1.1102, 1.3073, -3.5099], [0.9984, -0.7423, -3.2975]], "mulliken_charge": [-0.6478, -0.3056, -0.5860, 0.0698, 0.2885, 0.2161, -0.0026, -0.3902, -0.0391, -0.6405, 0.2634, 0.2391, 0.3051, 0.2296]}

Name the least stable of them. *two*.

*one*
{"formula": "C20H60O10", "method": "ωB97M-V/def2-TZVPD", "smiles": "CCO.CCO.CCO.CCO.CCO.CCO.CCO.CCO.CCO.CCO", "orbital_gap_ev": 9.733, "symbols": ["C", "C", "O", "H", "H", "H", "H", "H", "H", "C", "C", "O", "H", "H", "H", "H", "H", "H", "C", "C", "O", "H", "H", "H", "H", "H", "H", "C", "C", "O", "H", "H", "H", "H", "H", "H", "C", "C", "O", "H", "H", "H", "H", "H", "H", "C", "C", "O", "H", "H", "H", "H", "H", "H", "C", "C", "O", "H", "H", "H", "H", "H", "H", "C", "C", "O", "H", "H", "H", "H", "H", "H", "C", "C", "O", "H", "H", "H", "H", "H", "H", "C", "C", "O", "H", "H", "H", "H", "H", "H"], "coordinates": [[28.6650, -7.8328, -9.2975], [29.3686, -6.4949, -9.3693], [30.7392, -6.6525, -9.0169], [29.2840, -8.6151, -9.7329], [27.7193, -7.7371, -9.8262], [28.5159, -8.0514, -8.2431], [28.9122, -5.8435, -8.6106], [29.2616, -5.9656, -10.3241], [31.1680, -5.7961, -8.9409], [23.3967, -10.2032, -8.2683], [21.9967, -10.2173, -8.8370], [21.0587, -10.7387, -7.9066], [24.0541, -9.5478, -8.8405], [23.8976, -11.1646, -8.1402], [23.4031, -9.7374, -7.2765], [21.8964, -10.7049, -9.8023], [21.7430, -9.1509, -8.9704], [21.0798, -10.1145, -7.1663], [25.9606, -10.1699, -10.7953], [25.0234, -10.1993, -11.9823], [24.7313, -11.5274, -12.4047], [27.0069, -10.1976, -11.0985], [25.8417, -11.0567, -10.1698], [25.7391, -9.3084, -10.1697], [25.4293, -9.5976, -12.8069], [24.0921, -9.6632, -11.7468], [23.7815, -11.6459, -12.4720], [21.7950, -10.5694, -4.4896], [21.2829, -9.1383, -4.5415], [20.9987, -8.7488, -5.8914], [22.8824, -10.6297, -4.4600], [21.4912, -11.1315, -5.3770], [21.3724, -11.1255, -3.6506], [22.0782, -8.5076, -4.1328], [20.3718, -9.0257, -3.9523], [21.3500, -7.8576, -6.0112], [25.5440, -7.6280, -7.3719], [24.7461, -7.3270, -6.1247], [25.6629, -7.1074, -5.0416], [25.8487, -8.6740, -7.4609], [26.5018, -7.0947, -7.3861], [25.0335, -7.3456, -8.2935], [24.0771, -8.1653, -5.9000], [24.1505, -6.4158, -6.2314], [25.1677, -7.0981, -4.2114], [25.6459, -10.9538, -4.8327], [26.8232, -10.1660, -4.3041], [27.4174, -9.3751, -5.3466], [25.1532, -11.4838, -4.0023], [25.9485, -11.7457, -5.5226], [24.8692, -10.3654, -5.3218], [27.6044, -10.8134, -3.9171], [26.4624, -9.4513, -3.5578], [27.0143, -8.4958, -5.3192], [24.7465, -9.0105, -0.8343], [23.9098, -8.9580, -2.1129], [24.0056, -7.6874, -2.7342], [24.6332, -9.9661, -0.3182], [24.4292, -8.2400, -0.1275], [25.8057, -8.8569, -1.0471], [22.8632, -9.0963, -1.8107], [24.1521, -9.7420, -2.8216], [23.6652, -7.0564, -2.0917], [20.2766, -5.5962, -4.9013], [20.5317, -5.4349, -6.3874], [21.8058, -6.0281, -6.7165], [19.8829, -6.5948, -4.7013], [19.5210, -4.8981, -4.5403], [21.1837, -5.4256, -4.3237], [20.5228, -4.3716, -6.6551], [19.7474, -5.9013, -6.9906], [22.0081, -5.7317, -7.6083], [26.9751, -3.8432, -8.6806], [28.2560, -3.0079, -8.5663], [28.4015, -2.2184, -9.7584], [27.0119, -4.4551, -9.5794], [26.1192, -3.1690, -8.7264], [26.9125, -4.5099, -7.8172], [29.0882, -3.6994, -8.4673], [28.2360, -2.3347, -7.7071], [27.6818, -1.5819, -9.7649], [28.7141, -12.4134, -9.2321], [28.9545, -11.5277, -8.0209], [27.7974, -10.7288, -7.8353], [28.2803, -11.8214, -10.0391], [27.9717, -13.1776, -8.9907], [29.6348, -12.8812, -9.5773], [29.8139, -10.8784, -8.2292], [29.1221, -12.1478, -7.1357], [27.8080, -10.3590, -6.9408]], "mulliken_charge": [-0.3558, -0.1584, -0.5721, 0.3955, 0.1243, -0.0308, -0.0970, 0.3846, 0.3118, 1.0346, -0.5079, -0.6088, -0.5535, 0.3647, -0.7089, 0.3085, 0.2722, 0.2483, -0.0877, -0.6149, -0.5449, 0.4965, 0.1942, -0.4031, 0.3132, 0.3071, 0.3055, -1.2393, 0.1464, -0.5908, -0.0321, 0.4741, 0.3670, 0.1960, 0.5236, 0.1813, -0.9258, 0.6413, -0.7453, 0.0073, 0.3047, 0.6003, -0.6142, 0.3741, 0.3433, -0.6968, -0.3644, -0.6626, 0.4770, 0.4565, -0.1553, 0.3520, 0.2760, 0.2614, -1.4174, 0.0755, -0.4489, 0.3956, 0.3733, 0.3105, 0.3812, 0.0616, 0.2441, -0.9151, -0.3775, -0.3605, 0.1767, 0.3828, 0.2204, 0.4143, 0.2975, 0.2248, -0.7330, -0.3155, -0.5346, 0.2129, 0.4961, 0.0833, 0.2266, 0.3057, 0.3076, -1.0243, -0.1449, -0.1480, 0.0970, 0.3125, 0.3722, 0.2610, 0.2971, 0.1160]}

*two*
{"formula": "C20H60O10", "method": "ωB97M-V/def2-TZVPD", "smiles": "CCO.CCO.CCO.CCO.CCO.CCO.CCO.CCO.CCO.CCO", "orbital_gap_ev": 9.489, "symbols": ["C", "C", "O", "H", "H", "H", "H", "H", "H", "C", "C", "O", "H", "H", "H", "H", "H", "H", "C", "C", "O", "H", "H", "H", "H", "H", "H", "C", "C", "O", "H", "H", "H", "H", "H", "H", "C", "C", "O", "H", "H", "H", "H", "H", "H", "C", "C", "O", "H", "H", "H", "H", "H", "H", "C", "C", "O", "H", "H", "H", "H", "H", "H", "C", "C", "O", "H", "H", "H", "H", "H", "H", "C", "C", "O", "H", "H", "H", "H", "H", "H", "C", "C", "O", "H", "H", "H", "H", "H", "H"], "coordinates": [[28.1137, 23.7423, -19.3825], [27.2917, 24.4714, -18.3237], [26.3364, 25.3585, -18.9080], [27.4844, 23.3804, -20.1979], [28.6268, 22.8848, -18.9462], [28.8272, 24.4490, -19.8016], [27.9473, 25.1697, -17.7786], [26.9217, 23.8744, -17.4800], [25.5722, 24.7993, -19.1105], [22.6432, 31.0970, -16.1254], [21.1298, 31.2334, -16.2283], [20.6979, 32.3423, -15.4110], [22.9031, 30.6936, -15.1457], [23.1582, 32.0343, -16.3085], [22.9153, 30.3720, -16.9040], [20.5293, 30.3951, -15.8639], [20.8136, 31.4640, -17.2466], [20.8743, 32.1543, -14.4859], [29.2956, 25.3025, -14.6518], [30.3533, 24.3695, -14.0734], [31.3455, 24.0344, -15.0385], [29.6952, 26.1340, -15.2319], [28.7246, 25.7346, -13.8238], [28.5509, 24.7998, -15.2718], [29.9389, 23.4311, -13.7183], [30.8238, 24.8868, -13.2334], [31.7214, 24.8459, -15.3904], [28.8709, 27.6882, -21.1230], [27.5556, 28.4130, -20.8738], [27.0449, 28.7818, -22.1602], [28.7418, 26.7864, -21.7146], [29.3375, 27.4175, -20.1645], [29.6179, 28.3825, -21.5067], [27.7809, 29.3211, -20.3013], [26.7915, 27.8612, -20.3206], [26.4242, 29.5144, -21.9926], [24.4854, 30.2694, -11.5505], [24.3210, 29.2453, -12.6659], [22.9584, 29.1052, -13.0237], [25.4879, 30.2675, -11.1234], [23.8080, 30.0318, -10.7193], [24.1616, 31.2845, -11.7854], [24.7434, 28.2692, -12.4149], [24.9279, 29.6259, -13.5005], [22.7499, 28.1673, -13.0641], [26.1830, 32.0981, -19.8064], [25.2105, 30.9582, -20.0066], [24.9950, 30.7545, -21.4107], [27.2511, 31.9055, -19.8927], [25.9817, 32.5472, -18.8318], [25.9505, 32.8512, -20.5644], [24.2413, 31.2096, -19.5562], [25.5379, 30.0187, -19.5438], [24.2722, 30.1190, -21.4912], [19.7597, 26.9892, -15.2340], [21.1152, 27.6422, -15.5158], [22.1388, 26.7025, -15.0889], [19.5310, 26.1981, -15.9515], [18.9426, 27.7062, -15.4073], [19.5702, 26.6714, -14.2113], [21.1465, 28.5352, -14.9005], [21.3243, 27.7855, -16.5739], [22.2562, 26.1065, -15.8324], [21.9839, 28.3260, -19.2887], [21.6823, 28.3725, -20.7733], [22.1609, 29.6026, -21.3136], [21.5183, 27.4235, -18.8824], [21.4790, 29.1519, -18.7797], [23.0372, 28.3681, -19.0176], [20.6225, 28.2224, -20.9884], [22.1755, 27.5343, -21.2780], [21.6352, 29.8347, -22.0842], [25.6008, 27.2879, -15.4876], [24.9680, 27.6838, -16.8051], [25.9518, 27.9664, -17.7932], [26.0052, 26.2800, -15.6235], [25.0313, 27.3729, -14.5662], [26.4576, 27.9507, -15.3367], [24.3229, 28.5570, -16.6541], [24.2532, 26.9800, -17.2489], [26.1030, 27.1086, -18.2256], [26.0560, 23.5720, -13.2766], [25.9642, 23.6218, -11.7485], [24.7345, 24.2097, -11.2969], [25.4984, 22.7530, -13.7227], [27.0998, 23.5091, -13.5924], [25.7199, 24.5480, -13.6316], [26.7281, 24.2323, -11.2679], [26.0455, 22.6133, -11.3309], [24.0673, 23.5166, -11.3295]], "mulliken_charge": [-1.0507, -0.0649, -0.4188, 0.2903, 0.3621, 0.2364, 0.0608, 0.3818, 0.2030, 0.1817, -0.2900, -0.6068, -0.0667, 0.3766, -0.3490, 0.1176, 0.3410, 0.3024, -0.6767, -0.3652, -0.5323, 0.5279, 0.2729, -0.0577, 0.2627, 0.2832, 0.3033, -1.3096, 0.4876, -0.6159, 0.3020, 0.3261, 0.3665, 0.0632, 0.0140, 0.4483, -1.4109, 0.0915, -0.5750, 0.3703, 0.3354, 0.3068, 0.3729, 0.1707, 0.3146, -1.2926, 0.6489, -0.6812, 0.2836, 0.3326, 0.3355, 0.2863, -0.2362, 0.3206, -1.4211, 1.1782, -0.4851, 0.3391, 0.3769, 0.3397, 0.0381, -0.5606, 0.2765, -0.3430, -0.6775, -0.4954, 0.3674, 0.1198, -0.0264, 0.4464, 0.3018, 0.2607, -0.7183, 0.2672, -0.4192, 0.1171, 0.1049, 0.3651, -0.2271, 0.2630, 0.1473, -0.3902, -0.4644, -0.5226, 0.3852, 0.0436, 0.0434, 0.2624, 0.3389, 0.2875]}

Name the least stable of them. *two*.